[1]
Density functional theory data (wB97M-V/def2-TZVPD) for 6 unconnected molecules or ions with the total composition C23H48F3N3O15P in a non-equilibrium geometry.

Results
**Charge**: +1
**LUMO energy**: -4.07 eV
**Spin multiplicity**: 1
**HOMO-LUMO gap**: 0.2788 Ha
**HOMO**: -11.66 eV
**Electronic energy**: -77246.735 eV

Geometry (Å):
C 4.523 2.349 0.927
C 4.608 3.802 0.372
P 4.065 4.077 -1.369
C 4.444 2.654 -2.494
C 5.733 1.877 -2.120
N 2.321 4.518 -1.441
C 1.322 3.869 -0.993
N 1.573 2.656 -0.348
N 0.034 4.387 -1.133
C -1.004 3.375 -1.414
C -1.853 2.990 -0.183
C -3.325 3.143 -0.471
F -3.612 2.556 -1.623
F -4.058 2.587 0.449
F -3.658 4.415 -0.557
H 3.954 1.721 0.246
H 5.487 1.876 1.045
H 3.977 2.382 1.862
H 5.644 4.117 0.400
H 4.035 4.452 1.024
H 4.600 3.097 -3.472
H 3.586 1.994 -2.622
H 6.218 2.316 -1.255
H 6.439 1.789 -2.935
H 5.440 0.874 -1.824
H 2.115 5.389 -1.922
H 1.236 1.845 -0.853
H 1.273 2.662 0.620
H -0.157 4.868 -0.255
H -1.646 3.798 -2.176
H -0.605 2.462 -1.839
H -1.648 3.637 0.669
H -1.663 1.964 0.106
C 0.331 -2.003 -2.273
O 1.669 -1.662 -1.889
C 2.171 -2.441 -0.920
O 1.598 -3.353 -0.385
O 3.408 -2.023 -0.660
C 4.081 -2.774 0.358
H 0.043 -1.312 -3.062
H 0.289 -3.018 -2.662
H -0.353 -1.890 -1.433
H 4.186 -3.815 0.061
H 3.548 -2.698 1.305
H 5.070 -2.341 0.479
C 4.873 1.468 6.865
O 6.158 2.090 6.805
C 6.589 2.357 5.574
O 5.997 2.121 4.548
O 7.788 2.928 5.672
C 8.388 3.275 4.424
H 4.648 1.309 7.916
H 4.112 2.115 6.433
H 4.888 0.505 6.356
H 7.773 3.998 3.890
H 8.547 2.387 3.814
H 9.349 3.726 4.649
C -5.617 5.766 0.828
O -5.870 6.595 1.962
C -6.853 7.485 1.782
O -7.501 7.623 0.777
O -6.986 8.188 2.907
C -8.010 9.186 2.860
H -4.818 5.100 1.104
H -6.499 5.177 0.579
H -5.308 6.367 -0.027
H -8.984 8.729 2.691
H -7.796 9.921 2.087
H -8.014 9.680 3.828
C -0.157 -4.818 1.302
O -0.414 -6.190 0.989
C -1.632 -6.418 0.496
O -2.484 -5.586 0.305
O -1.742 -7.723 0.251
C -3.007 -8.120 -0.286
H 0.856 -4.761 1.687
H -0.230 -4.207 0.416
H -0.848 -4.467 2.069
H -3.188 -7.635 -1.243
H -3.809 -7.893 0.415
H -2.969 -9.194 -0.440
C -3.887 -10.926 -5.870
O -4.160 -10.155 -4.698
C -5.223 -9.354 -4.803
O -5.931 -9.240 -5.769
O -5.363 -8.699 -3.647
C -6.471 -7.798 -3.613
H -3.008 -11.528 -5.655
H -4.722 -11.585 -6.100
H -3.673 -10.275 -6.717
H -7.407 -8.334 -3.753
H -6.359 -7.023 -4.369
H -6.472 -7.335 -2.629

Atomic partial charges in e from the Mulliken method, atoms 1 to 5: -0.8384, -0.7814, -0.1781, -0.3947, -0.9182

***

[2]
Density functional theory data (wB97M-V/def2-TZVPD) for a molecular structure, C23H48F6Li2N2O7 in a non-equilibrium geometry.

Results
**Charge**: 0
**LUMO energy**: 0.16 eV
**Energy relative to the best compared isomer or geometry (same formula, charge and spin)**: 0.0 kcal/mol
**Spin multiplicity**: 1
**HOMO-LUMO gap**: 0.3380 Ha
**HOMO**: -9.03 eV
**Electronic energy**: -58661.465 eV

Geometry (Å):
Li 0.960 -1.697 -0.622
Li 1.591 0.017 1.163
O 0.209 0.022 -0.306
H -0.451 0.594 -0.666
O 2.285 -1.729 0.797
H 3.034 -2.281 0.973
C 0.077 -5.830 -0.941
C 0.694 -4.413 -0.945
N -0.243 -3.319 -1.256
C -1.395 -3.309 -0.344
C -1.014 -3.105 1.107
C -0.684 -3.343 -2.647
C -1.272 -1.988 -3.071
H -0.680 -5.885 -1.727
H -0.399 -6.115 -0.004
H 0.823 -6.590 -1.172
H 1.148 -4.260 0.033
H 1.506 -4.352 -1.670
H -2.179 -2.642 -0.695
H -1.892 -4.292 -0.425
H -0.488 -2.160 1.272
H -1.898 -3.006 1.742
H -0.410 -3.893 1.552
H -1.392 -4.154 -2.860
H 0.160 -3.533 -3.316
H -2.338 -1.923 -2.854
H -1.041 -1.750 -4.110
H -0.822 -1.159 -2.514
C 1.276 -0.383 3.757
C 1.658 1.092 3.635
N 2.321 1.468 2.370
C 3.758 1.149 2.455
C 4.479 1.281 1.106
C 2.120 2.908 2.169
C 0.754 3.223 1.578
H 0.565 -0.656 2.967
H 0.785 -0.595 4.702
H 2.123 -1.044 3.571
H 0.741 1.667 3.767
H 2.312 1.367 4.475
H 4.235 1.709 3.269
H 3.813 0.091 2.731
H 4.738 2.326 0.946
H 5.386 0.681 1.168
H 3.877 0.902 0.284
H 2.884 3.330 1.515
H 2.202 3.483 3.103
H 0.553 2.659 0.662
H 0.648 4.268 1.286
H -0.039 2.938 2.272
C 1.990 1.590 -3.776
C 1.933 1.712 -2.267
O 2.709 2.817 -1.770
C 2.152 4.000 -1.815
O 1.108 4.265 -2.322
C 2.978 5.093 -1.143
F 4.131 4.645 -0.648
F 3.260 6.061 -2.021
F 2.261 5.636 -0.162
H 1.331 2.271 -4.312
H 1.673 0.578 -4.043
H 3.012 1.707 -4.138
H 2.377 0.833 -1.812
H 0.905 1.798 -1.929
C -2.554 0.173 2.320
C -3.289 -0.090 0.997
O -3.826 -1.416 0.991
C -4.966 -1.631 1.601
O -5.545 -0.862 2.303
C -5.488 -3.065 1.399
F -5.553 -3.672 2.579
F -6.694 -3.041 0.867
F -4.695 -3.790 0.624
H -2.146 -0.784 2.648
H -3.205 0.505 3.127
H -1.735 0.877 2.180
H -2.534 -0.056 0.212
H -4.055 0.640 0.739
C -1.965 2.084 -3.299
C -2.644 2.761 -2.135
O -3.739 3.254 -2.249
C -1.866 2.898 -0.847
H -1.236 1.339 -2.956
H -1.363 2.763 -3.904
H -2.691 1.540 -3.899
H -1.581 1.919 -0.464
H -2.492 3.274 -0.034
H -1.036 3.601 -0.921

Atomic partial charges in e from the Mulliken method, atoms 1 to 5: 0.4074, 0.6644, 0.9989, -1.3465, -0.8105

***

[3]
Density functional theory data (wB97M-V/def2-TZVPD) for 3 unconnected molecules or ions with the total composition C23H49BN3O5P in a non-equilibrium geometry.

Results
**<S²>**: 2.0083
**Charge**: 0
**LUMO energy (spin up / spin down)**: 0.59 / 0.40 eV
**Energy relative to the best compared isomer or geometry (same formula, charge and spin)**: 11.0 kcal/mol
**Spin multiplicity**: 3
**HOMO-LUMO gap (spin up / spin down)**: 0.3151 / 0.3083 Ha
**HOMO (spin up / spin down)**: -7.99 / -7.99 eV
**Electronic energy**: -49317.690 eV

Geometry (Å):
C 1.914 2.414 -0.870
C 1.286 2.692 -2.227
O -0.119 2.972 -2.106
B -0.578 4.240 -2.243
O 0.280 5.320 -2.205
P -2.509 4.637 -2.351
N -3.026 3.855 -0.871
C -3.311 4.827 0.194
C -4.103 2.931 -1.059
C -3.697 1.488 -1.221
O -5.262 3.299 -1.078
H 2.030 3.348 -0.313
H 1.316 1.707 -0.292
H 2.915 1.989 -1.017
H 1.801 3.516 -2.727
H 1.362 1.807 -2.871
H -0.076 6.087 -2.670
H -2.907 3.646 -3.272
H -3.483 4.284 1.128
H -2.418 5.448 0.343
H -4.160 5.480 -0.036
H -2.816 1.287 -0.607
H -4.536 0.838 -0.972
H -3.401 1.336 -2.268
C -3.067 -4.585 -2.141
C -3.031 -3.176 -2.757
C -3.293 -3.249 -4.261
C -2.144 -3.900 -5.029
C -0.811 -3.211 -4.733
C -0.505 -3.025 -3.242
N -1.716 -2.490 -2.535
O -1.819 -1.208 -2.680
C -0.020 -4.337 -2.608
C 0.623 -2.011 -3.077
C -4.122 -2.381 -2.050
H -4.107 -4.896 -2.043
H -2.574 -5.343 -2.742
H -2.622 -4.586 -1.146
H -3.455 -2.236 -4.642
H -4.221 -3.802 -4.426
H -2.082 -4.967 -4.798
H -2.347 -3.838 -6.100
H 0.011 -3.774 -5.182
H -0.814 -2.227 -5.212
H 0.067 -4.228 -1.526
H 0.967 -4.581 -3.003
H -0.659 -5.190 -2.816
H 0.424 -1.087 -3.613
H 1.545 -2.443 -3.467
H 0.773 -1.767 -2.025
H -3.977 -2.396 -0.968
H -5.085 -2.842 -2.271
H -4.172 -1.344 -2.372
C 4.263 1.500 5.684
C 3.285 1.799 4.537
C 1.842 1.778 5.039
C 1.362 0.376 5.410
C 1.559 -0.606 4.254
C 2.966 -0.597 3.645
N 3.413 0.815 3.412
O 2.957 1.290 2.302
C 3.954 -1.360 4.539
C 2.947 -1.309 2.297
C 3.649 3.182 4.008
H 4.363 2.395 6.299
H 3.935 0.705 6.348
H 5.250 1.246 5.298
H 1.191 2.184 4.259
H 1.762 2.449 5.898
H 1.874 0.017 6.306
H 0.302 0.415 5.666
H 1.339 -1.623 4.585
H 0.836 -0.370 3.467
H 4.974 -1.237 4.172
H 3.712 -2.422 4.512
H 3.927 -1.060 5.582
H 2.176 -0.914 1.641
H 2.749 -2.369 2.461
H 3.908 -1.212 1.790
H 4.693 3.212 3.693
H 3.510 3.910 4.808
H 3.028 3.475 3.166

Atomic partial charges in e from the Mulliken method, atoms 1 to 5: -1.0058, -0.3526, -0.0952, 0.6203, -0.5567

***

[4]
Density functional theory data (wB97M-V/def2-TZVPD) for 7 unconnected molecules or ions with the total composition C23H49BN3O8 in a non-equilibrium geometry.

Results
**Charge**: +1
**LUMO energy**: -4.18 eV
**Energy relative to the best compared isomer or geometry (same formula, charge and spin)**: 26.8 kcal/mol
**Spin multiplicity**: 1
**HOMO-LUMO gap**: 0.2530 Ha
**HOMO**: -11.06 eV
**Electronic energy**: -46165.410 eV

Geometry (Å):
C -2.149 -2.106 -1.361
B -1.372 -0.714 -1.154
O -0.969 -0.390 0.201
C -1.032 0.389 -2.301
N 0.023 1.320 -1.716
C 1.263 1.237 -2.388
N 1.910 2.421 -2.624
N 1.863 0.013 -2.875
C 0.843 -0.887 -3.530
C -0.573 -0.201 -3.689
O -1.541 -1.059 -4.309
H -1.774 -2.813 -0.547
H -3.253 -1.962 -1.133
H -1.954 -2.627 -2.338
H -0.254 -1.004 0.453
H -1.939 1.060 -2.476
H -0.300 2.290 -1.804
H 1.708 2.877 -3.513
H 2.585 2.853 -1.980
H 2.410 -0.478 -2.159
H 1.226 -1.218 -4.541
H 0.791 -1.824 -2.881
H -0.447 0.677 -4.413
H -1.978 -0.560 -5.026
C -3.236 -5.180 1.075
C -2.484 -6.000 0.060
O -2.101 -5.515 -0.987
C -2.224 -7.445 0.393
H -3.351 -4.161 0.704
H -4.227 -5.608 1.237
H -2.681 -5.151 2.015
H -3.171 -7.972 0.525
H -1.624 -7.515 1.302
H -1.675 -7.912 -0.426
C -5.999 2.147 -2.003
C -5.249 1.319 -3.012
O -4.859 1.797 -4.059
C -4.999 -0.127 -2.675
H -6.105 3.166 -2.379
H -6.994 1.728 -1.843
H -5.447 2.177 -1.062
H -5.948 -0.649 -2.543
H -4.400 -0.194 -1.764
H -4.449 -0.599 -3.491
C 4.178 -2.314 -5.038
C 4.309 -3.164 -3.801
O 3.659 -2.928 -2.797
C 5.274 -4.317 -3.853
H 3.450 -1.523 -4.855
H 5.139 -1.856 -5.279
H 3.831 -2.924 -5.874
H 6.284 -3.948 -4.041
H 4.976 -5.016 -4.637
H 5.265 -4.839 -2.895
C 3.990 5.992 0.133
C 3.205 5.889 -1.145
O 3.082 4.826 -1.729
C 2.577 7.148 -1.676
H 4.385 5.009 0.397
H 4.826 6.681 0.001
H 3.342 6.337 0.941
H 3.351 7.888 -1.888
H 1.867 7.544 -0.948
H 2.044 6.925 -2.601
C -0.275 1.866 5.095
C -1.539 1.659 4.303
O -2.625 1.956 4.757
C -1.403 1.068 2.924
H -0.523 2.297 6.066
H 0.225 0.910 5.255
H 0.387 2.554 4.566
H -0.953 0.076 2.987
H -0.791 1.721 2.299
H -2.391 0.976 2.471
C 1.142 1.865 9.258
C 1.890 1.027 8.255
O 2.268 1.493 7.199
C 2.151 -0.412 8.613
H 1.027 2.878 8.868
H 0.151 1.442 9.431
H 1.701 1.912 10.194
H 1.204 -0.937 8.759
H 2.754 -0.466 9.521
H 2.697 -0.894 7.801

Atomic partial charges in e from the Mulliken method, atoms 1 to 5: -0.5732, -0.1181, -0.3619, -0.0055, 0.0618

***

[5]
Density functional theory data (wB97M-V/def2-TZVPD) for a molecular structure, C23H49BrN4O18P4S in a non-equilibrium geometry.

Results
**Charge**: 0
**LUMO energy**: -2.54 eV
**Spin multiplicity**: 1
**HOMO-LUMO gap**: 0.2083 Ha
**HOMO**: -8.21 eV
**Electronic energy**: -185486.688 eV

Geometry (Å):
C 2.575 -5.549 0.206
N 2.369 -4.623 -0.905
C 3.564 -4.413 -1.723
C 1.774 -3.391 -0.493
O 2.444 -2.592 0.134
C 0.330 -2.968 -0.826
C -0.607 -4.088 -1.273
C -1.824 -4.300 -0.670
O -2.275 -3.570 0.381
C -2.747 -5.353 -1.122
C -4.102 -5.467 -0.397
N -4.029 -6.289 0.835
C -2.455 -6.212 -2.132
Br -3.668 -7.595 -2.698
C -1.197 -6.052 -2.813
N -0.747 -6.780 -3.807
S 0.711 -6.151 -4.232
N 0.760 -4.965 -3.150
C -0.304 -4.966 -2.373
H 3.141 -6.408 -0.199
H 1.620 -5.965 0.568
H 3.195 -5.104 1.009
H 3.274 -3.847 -2.625
H 4.357 -3.905 -1.148
H 3.926 -5.384 -2.105
H -0.053 -2.465 0.079
H 0.327 -2.175 -1.620
H -1.775 -2.750 0.474
H -4.452 -4.457 -0.122
H -4.847 -5.865 -1.102
H -4.220 -7.244 0.536
H -3.060 -6.240 1.142
C 0.962 0.355 -5.292
O 0.268 1.469 -4.746
P -1.057 1.175 -3.743
O -0.629 -0.224 -3.371
O -2.059 1.143 -5.044
C -2.011 2.217 -5.997
O -2.373 1.056 -2.688
C -3.204 2.221 -2.516
H 1.667 0.747 -6.028
H 1.529 -0.165 -4.523
H 0.271 -0.330 -5.785
H -1.424 1.905 -6.861
H -1.573 3.120 -5.573
H -3.029 2.435 -6.316
H -3.858 2.351 -3.381
H -2.599 3.116 -2.372
H -3.817 2.076 -1.629
C 0.278 1.159 -0.323
O -0.054 0.853 1.025
P -0.814 2.040 1.921
O -1.417 2.859 0.829
O 0.626 2.653 2.421
C 1.664 1.756 2.847
O -1.626 2.798 3.176
C -1.413 2.243 4.493
H 0.898 0.349 -0.712
H -0.621 1.204 -0.932
H 0.838 2.094 -0.385
H 2.381 1.624 2.037
H 1.270 0.783 3.138
H 2.170 2.203 3.703
H -0.431 2.532 4.871
H -1.494 1.156 4.465
H -2.176 2.632 5.164
C -3.023 5.614 4.933
O -3.743 6.503 5.777
P -4.934 5.851 6.750
O -4.464 4.440 6.839
O -6.071 6.062 5.583
C -6.111 7.296 4.851
O -6.115 5.714 7.936
C -6.828 6.909 8.304
H -2.410 6.219 4.264
H -2.358 4.985 5.521
H -3.702 5.005 4.335
H -5.626 7.157 3.885
H -5.618 8.106 5.387
H -7.156 7.563 4.692
H -7.565 7.160 7.538
H -6.144 7.746 8.445
H -7.345 6.723 9.242
C 8.971 -2.202 -1.318
O 8.041 -1.199 -0.940
P 6.580 -1.104 -1.781
O 6.595 -2.523 -2.268
O 7.284 -0.077 -2.860
C 8.018 1.057 -2.375
O 5.071 -0.844 -2.503
C 4.430 0.425 -2.277
H 9.899 -1.999 -0.779
H 8.618 -3.188 -1.023
H 9.164 -2.169 -2.391
H 9.085 0.833 -2.401
H 7.732 1.326 -1.359
H 7.814 1.901 -3.034
H 4.901 1.201 -2.885
H 4.474 0.704 -1.224
H 3.385 0.336 -2.567

Atomic partial charges in e from the Mulliken method, atoms 1 to 5: -1.0120, 0.5719, -1.2292, -0.2270, -0.6845